Record 1
C29H27N3O5PdS2Te | the ωB97M-V functional and the def2-TZVPD basis

Kohn-Sham gap (alpha / beta), eV: 7.8 / 7.9
Net charge: 0
2S+1: 3
E_HOMO (alpha / beta), eV: -7.49 / -8.28
LUMO level (alpha / beta), Ha: 0.011 / -0.014

Element x y z (Å)
Pd -0.2842 0.6265 0.2158
N 2.2534 0.5491 2.3487
C 1.0298 0.7016 2.9926
C 1.0244 0.4985 4.3789
C -0.1509 0.6511 5.0730
C -1.3102 0.9984 4.3871
C -1.2213 1.1767 3.0282
N -0.0736 1.0544 2.3458
C 2.6679 0.4834 1.0259
C 3.9763 0.0398 0.7878
C 4.4424 0.0014 -0.5035
C 3.6119 0.4007 -1.5477
C 2.3402 0.8152 -1.2341
N 1.8818 0.8695 0.0291
H 2.9675 0.2288 2.9809
H 1.9370 0.2127 4.8856
H -0.1705 0.4892 6.1426
H -2.2592 1.1100 4.8895
H -2.0909 1.4101 2.4300
H 4.5975 -0.2794 1.6145
H 5.4472 -0.3476 -0.7021
H 3.9356 0.3726 -2.5775
H 1.6266 1.1030 -1.9995
C -2.5062 -0.0974 -3.6359
S -1.2670 1.0731 -4.1851
O -0.4899 1.4785 -2.9614
C -0.2143 -0.0803 -5.0490
C 0.4240 -1.0921 -4.3417
C 1.2591 -1.9557 -5.0326
C 1.4502 -1.8060 -6.4025
C 0.8095 -0.7889 -7.0939
C -0.0268 0.0864 -6.4124
H -2.8874 -0.6162 -4.5152
H -3.3003 0.4756 -3.1611
H -2.0428 -0.7791 -2.9192
H 0.2545 -1.2059 -3.2753
H 1.7547 -2.7565 -4.4991
H 2.1026 -2.4887 -6.9319
H 0.9634 -0.6715 -8.1585
H -0.5264 0.8942 -6.9334
O -0.6607 -1.3394 -1.3547
S -1.1835 -1.7151 -0.0085
O -1.7545 -3.0254 0.0760
O -2.1603 -0.6106 0.3670
O -0.0256 -1.4875 0.9411
Te -0.7369 3.1556 -0.7758
C -2.7815 3.0950 -1.2751
C -3.5481 1.9761 -0.9680
C -4.9052 1.9780 -1.2708
C -5.4882 3.0817 -1.8768
C -4.7153 4.1924 -2.1877
C -3.3606 4.2013 -1.8874
C -1.0355 4.1662 1.0722
C -2.2505 4.1058 1.7484
C -2.3936 4.7304 2.9789
C -1.3246 5.4103 3.5471
C -0.1142 5.4747 2.8739
C 0.0282 4.8611 1.6357
H -3.1030 1.0971 -0.5144
H -5.5014 1.1066 -1.0308
H -6.5452 3.0769 -2.1105
H -5.1656 5.0534 -2.6648
H -2.7587 5.0688 -2.1285
H -3.0906 3.5792 1.3110
H -3.3430 4.6829 3.4979
H -1.4378 5.8943 4.5086
H 0.7202 6.0122 3.3065
H 0.9748 4.9281 1.1108


Record 2
C60H64Br12N8O16 | the ωB97M-V functional and the def2-TZVPD basis

Kohn-Sham gap, eV: 8.2
Net charge: 0
E_HOMO, eV: -9.27
LUMO level, Ha: -0.039

Element x y z (Å)
Br 6.6416 0.9337 2.9543
C 7.5808 -0.0088 1.4634
C 7.0924 0.5280 0.1092
Br 5.1391 0.4175 0.0711
H 7.3864 -1.0606 1.6731
H 8.6624 0.0872 1.5576
H 7.5032 0.0720 -0.7915
H 7.4205 1.5607 -0.0089
Br -2.0828 2.8881 -0.5607
C -1.4065 2.0675 -2.2879
C -2.4225 2.4618 -3.3830
Br -2.4528 4.4323 -3.6926
H -1.2661 1.0026 -2.1025
H -0.4225 2.4991 -2.4711
H -3.4190 2.1999 -3.0272
H -2.1193 1.9764 -4.3106
Br 0.3233 4.1022 5.3464
C -1.5182 4.2383 4.7620
C -1.4705 4.3624 3.2325
Br -3.2863 4.7258 2.5555
H -1.9915 5.1381 5.1551
H -2.1056 3.3852 5.1015
H -1.0951 3.4813 2.7122
H -0.8129 5.0952 2.7649
Br 5.2795 3.6195 6.7617
C 3.8894 2.8239 5.6246
C 3.8835 3.3714 4.1617
Br 3.7651 5.3948 4.3047
H 2.9158 3.1046 6.0262
H 3.9368 1.7349 5.6367
H 2.9859 2.9805 3.6826
H 4.7587 3.1934 3.5369
Br 1.3080 -5.5384 -0.7549
C -0.6425 -5.7601 -1.0881
C -0.7643 -5.8339 -2.5333
Br -2.6134 -6.0670 -3.1110
H -1.0539 -4.8191 -0.7231
H -1.0682 -6.6421 -0.6094
H -0.1598 -6.6262 -2.9748
H -0.4720 -4.8345 -2.8554
Br 5.5039 -3.1697 -0.9794
C 4.6456 -2.7825 -2.7399
C 3.3876 -3.6049 -3.0957
Br 2.6867 -2.9213 -4.8153
H 5.4415 -3.1915 -3.3623
H 4.5270 -1.7166 -2.9344
H 2.6468 -3.6051 -2.2961
H 3.5904 -4.6752 -3.1329
C -3.4677 -3.1652 -8.1848
C -2.9673 -1.8193 -8.0432
C -2.6281 -1.3159 -6.7801
C -2.9297 -2.0834 -5.6950
C -3.5220 -3.3689 -5.8106
C -3.7545 -3.9355 -7.0904
N -2.4797 -1.5980 -4.3773
O -2.7930 -2.2699 -3.4485
O -1.7239 -0.6109 -4.3034
H -3.4965 -3.6058 -9.1704
H -2.7070 -1.2124 -8.8979
H -2.1781 -0.3349 -6.7399
H -3.7714 -3.9081 -4.9086
H -4.0850 -4.9480 -7.2694
C -5.3365 1.1776 3.9636
C -4.0871 1.2781 3.3408
C -3.9843 0.9812 1.9893
C -5.1387 0.6506 1.2818
C -6.3490 0.6781 1.9172
C -6.5179 0.9093 3.2529
N -5.0351 0.1648 -0.1438
O -5.9866 0.1192 -0.8012
O -3.8998 -0.2424 -0.5655
H -5.3407 1.5311 4.9841
H -3.2712 1.6742 3.9272
H -3.0453 0.9375 1.4577
H -7.2057 0.4172 1.3136
H -7.5090 0.8790 3.6811
C 1.5249 4.5698 -1.5507
C 2.0698 4.4888 -0.2587
C 3.4558 4.3011 -0.1142
C 4.2833 4.1425 -1.2306
C 3.7640 4.1979 -2.5098
C 2.3827 4.5116 -2.6349
N 5.6868 3.8337 -0.9766
O 6.0633 3.5665 0.1470
O 6.4312 3.9505 -1.9444
H 0.4569 4.7113 -1.6256
H 1.4517 4.5718 0.6230
H 3.9010 4.4162 0.8630
H 4.3594 4.0811 -3.4033
H 1.9212 4.5240 -3.6112
C 2.0557 4.2292 -7.7870
C 1.0231 3.4070 -7.3871
C 1.2672 2.4300 -6.4443
C 2.5073 2.3954 -5.8405
C 3.5536 3.2181 -6.2875
C 3.3486 4.1138 -7.2823
N 2.6919 1.3647 -4.8588
O 3.6902 1.3422 -4.1502
O 1.9173 0.4267 -4.8245
H 1.8342 4.9176 -8.5891
H 0.0136 3.5568 -7.7406
H 0.4984 1.7196 -6.1786
H 4.4423 3.1815 -5.6749
H 4.1200 4.8125 -7.5706
C 2.1223 -2.3329 1.9449
C 3.5148 -2.0955 2.0289
C 4.0251 -1.7680 3.2589
C 3.2331 -1.3625 4.3427
C 1.8421 -1.5181 4.1492
C 1.2659 -2.0703 3.0300
N 3.7569 -0.9388 5.6706
O 2.9627 -0.5452 6.4939
O 5.0225 -0.9071 5.8331
H 1.7400 -2.6935 1.0014
H 4.1541 -2.2367 1.1700
H 5.1023 -1.7268 3.3253
H 1.1373 -1.2034 4.9047
H 0.2014 -2.2014 2.9033
C -2.0743 -0.8196 5.1619
C -1.1791 -0.0788 5.8573
C -1.1775 -0.0457 7.1934
C -2.0649 -0.7922 7.9105
C -2.9676 -1.6510 7.2422
C -3.0059 -1.5841 5.8913
N -2.0510 -0.7330 9.4139
O -3.1053 -1.0175 10.0197
O -1.0717 -0.2209 9.9565
H -2.0212 -0.6987 4.0900
H -0.4209 0.5292 5.3861
H -0.4413 0.5112 7.7538
H -3.6065 -2.3567 7.7523
H -3.7120 -2.1900 5.3430
C -6.6679 -4.0964 -0.5911
C -5.5769 -4.9433 -0.7484
C -4.3848 -4.5487 -0.1532
C -4.3166 -3.5127 0.7953
C -5.4469 -2.7861 0.9705
C -6.5870 -2.9840 0.2162
N -3.0666 -3.1996 1.5698
O -2.0456 -3.6794 1.1690
O -3.1292 -2.3816 2.4492
H -7.5680 -4.2525 -1.1672
H -5.5745 -5.8356 -1.3568
H -3.4679 -5.0824 -0.3556
H -5.6630 -2.0114 1.6913
H -7.3795 -2.2716 0.3913
C 0.5193 -1.1553 -1.8141
C 1.5950 -0.3855 -1.5139
C 1.4492 0.4092 -0.3601
C 0.3650 0.3070 0.5769
C -0.7056 -0.4964 0.1905
C -0.5630 -1.3133 -0.9194
N 0.3264 0.9665 1.8647
O -0.4539 0.5742 2.7169
O 0.9933 2.0176 2.0401
H 0.5220 -1.6669 -2.7653
H 2.4672 -0.2829 -2.1425
H 2.2790 1.0411 -0.0796
H -1.5589 -0.5920 0.8456
H -1.3018 -2.0705 -1.1367


Record 3
CH5N2O | the ωB97M-V functional and the def2-TZVPD basis

Kohn-Sham gap, eV: 10.8
Net charge: +1
E_HOMO, eV: -15.17
LUMO level, Ha: -0.159

Element x y z (Å)
C 0.4475 0.4590 -0.1486
N 1.4882 -0.1048 0.5246
N -0.9726 -0.2341 -0.3137
O 0.6150 0.8563 1.1367
H 0.6114 1.0524 -1.0700
H 1.5614 -0.8914 1.0686
H -1.0470 -0.7113 -1.2790
H -1.6308 0.6054 -0.2146
H -1.0731 -1.0314 0.2961


What did we get for ΔE to the lowest compared entry with this formula, charge and spin? Answer: 0.4401; 4.3705; 4.1117 eV, in the order shown.
What did we get for E_tot? Answer: -2854.010602; -34854.001871; -225.455978 hartree, in the order shown.